A 7-piece molecular cluster, C17H45N2O9 overall in a non-equilibrium geometry. Source: the OMol25 dataset; level of theory: the ωB97M-V functional and the def2-TZVPD basis.

Properties
- maximum force (eV Å⁻¹) = 2.560
- HOMO energy (hartree) = -0.0995
- E_tot (eV) = -39763.5696

```
! RIJCOSX wB97M-V def2-TZVPD def2/J DEFGRID3
* xyz -1 1
N -0.439 0.784 -0.458
H -0.705 -0.181 -0.703
H -1.136 1.164 0.213
H -0.420 1.365 -1.323
H 0.530 0.819 -0.149
N -2.875 -1.785 0.967
H -2.185 -1.731 0.189
H -2.489 -1.484 1.861
H -3.050 -2.773 1.146
H -3.748 -1.323 0.731
C -3.101 2.186 3.444
C -3.167 1.659 1.994
C -4.655 1.677 1.604
O -2.363 2.295 1.076
H -3.189 1.400 4.211
H -3.859 2.909 3.757
H -2.131 2.634 3.681
H -2.827 0.600 1.948
H -5.205 1.047 2.320
H -4.714 1.195 0.625
H -5.187 2.627 1.621
C -1.316 -1.298 -3.664
C -0.845 -2.139 -2.481
C 0.705 -2.163 -2.366
O -1.447 -1.750 -1.302
H -1.083 -1.661 -4.668
H -1.190 -0.227 -3.478
H -2.414 -1.273 -3.718
H -1.054 -3.201 -2.696
H 1.036 -1.256 -1.849
H 1.198 -2.145 -3.340
H 1.027 -3.010 -1.757
C 0.843 2.646 -4.056
C -0.527 3.224 -3.653
C -1.579 3.030 -4.805
O -0.960 2.869 -2.406
H 1.742 2.987 -3.539
H 1.033 2.856 -5.118
H 0.833 1.549 -3.999
H -0.304 4.308 -3.588
H -1.819 1.967 -4.866
H -1.127 3.242 -5.784
H -2.385 3.753 -4.703
C 4.552 -1.051 2.654
C 3.654 -0.067 1.916
O 3.948 -0.214 0.537
C 3.431 0.547 -0.401
O 2.487 1.289 -0.301
O 4.135 0.359 -1.517
C 3.786 0.960 -2.744
H 4.476 -2.073 2.277
H 4.216 -1.156 3.688
H 5.611 -0.796 2.689
H 3.853 0.958 2.228
H 2.630 -0.316 2.188
H 3.260 0.276 -3.408
H 4.727 1.261 -3.205
H 3.208 1.879 -2.640
C 1.934 -4.408 2.643
C 1.095 -3.226 2.187
O 1.090 -2.131 3.098
C 0.244 -1.133 2.935
O -0.430 -0.924 1.959
O 0.233 -0.431 4.065
C -0.633 0.698 4.154
H 2.994 -4.144 2.689
H 1.912 -5.255 1.962
H 1.620 -4.654 3.657
H 0.060 -3.582 2.251
H 1.213 -2.992 1.129
H -1.181 0.741 5.093
H -1.496 0.628 3.481
H -0.080 1.571 3.817
*
```